(1)
C55H45BClFNO18 | wB97M-V/def2-TZVPD

Positions of all 122 atoms, in Å:
C -3.850 -6.044 -0.420
C -3.723 -5.139 -1.195
C -3.496 -4.035 -2.146
N -4.118 -2.695 -1.687
Cl -4.224 -2.663 0.051
C -5.509 -2.642 -2.259
C -6.345 -1.449 -1.762
C -7.460 -1.844 -0.774
F -8.659 -1.867 -1.435
B -3.225 -1.562 -2.252
O -2.808 -1.602 -3.548
O -2.924 -0.540 -1.405
C -1.576 -0.665 -0.877
H -4.130 -6.742 0.336
H -2.428 -3.926 -2.350
H -3.966 -4.367 -3.081
H -6.006 -3.584 -2.018
H -5.415 -2.591 -3.347
H -6.867 -1.045 -2.633
H -5.755 -0.645 -1.316
H -7.285 -2.817 -0.308
H -7.522 -1.116 0.038
H -3.147 -0.815 -3.995
H -1.309 -1.728 -0.822
H -1.581 -0.270 0.139
H -0.856 -0.118 -1.482
C -2.601 3.289 -1.006
C -2.818 4.330 -0.205
C -1.745 5.323 0.070
O -1.937 6.267 0.805
C -0.430 5.110 -0.581
C -0.223 4.074 -1.388
C -1.289 3.086 -1.660
O -1.075 2.132 -2.385
H -3.364 2.549 -1.217
H -3.770 4.499 0.284
H 0.342 5.835 -0.358
H 0.728 3.890 -1.869
C 4.061 3.579 -1.664
C 5.116 4.097 -2.288
C 5.949 5.144 -1.646
O 6.908 5.622 -2.213
C 5.563 5.589 -0.283
C 4.507 5.069 0.338
C 3.676 4.024 -0.306
O 2.712 3.550 0.267
H 3.439 2.816 -2.115
H 5.413 3.784 -3.273
H 6.183 6.353 0.168
H 4.208 5.379 1.332
C 5.678 8.390 -5.907
C 5.329 7.395 -5.097
C 5.138 6.019 -5.610
O 4.817 5.109 -4.869
C 5.352 5.789 -7.058
C 5.701 6.784 -7.870
C 5.892 8.163 -7.358
O 6.211 9.069 -8.096
H 5.823 9.403 -5.553
H 5.171 7.539 -4.036
H 5.208 4.776 -7.411
H 5.861 6.637 -8.931
C 2.919 1.109 2.462
C 2.142 0.133 2.004
C 1.212 -0.591 2.899
O 0.486 -1.469 2.465
C 1.191 -0.203 4.324
C 1.969 0.770 4.785
C 2.889 1.510 3.890
O 3.590 2.407 4.307
H 3.594 1.657 1.819
H 2.145 -0.169 0.964
H 0.508 -0.749 4.961
H 1.965 1.070 5.823
C 0.450 -4.625 2.032
C -0.298 -4.338 0.972
C -0.514 -5.328 -0.107
O -1.198 -5.061 -1.078
C 0.132 -6.655 0.038
C 0.880 -6.945 1.100
C 1.097 -5.952 2.183
O 1.776 -6.215 3.150
H 0.617 -3.911 2.828
H -0.777 -3.375 0.849
H -0.039 -7.364 -0.762
H 1.360 -7.907 1.225
C -2.910 5.177 3.871
C -2.362 4.841 5.038
C -3.127 4.089 6.061
O -2.629 3.783 7.123
C -4.528 3.723 5.736
C -5.076 4.057 4.570
C -4.310 4.808 3.547
O -4.811 5.109 2.482
H -2.367 5.725 3.112
H -1.342 5.099 5.294
H -5.070 3.174 6.496
H -6.097 3.800 4.315
C -2.468 -6.980 -6.377
C -2.163 -8.250 -6.633
C -2.534 -9.335 -5.691
O -2.257 -10.489 -5.919
C -3.260 -8.948 -4.454
C -3.564 -7.678 -4.201
C -3.191 -6.599 -5.144
O -3.470 -5.434 -4.915
H -2.206 -6.174 -7.050
H -1.636 -8.550 -7.529
H -3.523 -9.753 -3.780
H -4.092 -7.376 -3.305
C 4.976 -0.937 8.730
C 4.223 -0.667 7.667
C 4.022 -1.670 6.594
O 3.335 -1.425 5.620
C 4.689 -2.985 6.749
C 5.443 -3.255 7.812
C 5.645 -2.253 8.887
O 6.329 -2.498 9.855
H 5.137 -0.219 9.524
H 3.729 0.287 7.536
H 4.528 -3.702 5.955
H 5.938 -4.209 7.944

* multiplicity: 1
* total charge: +1
* ΔE to the lowest compared entry with this formula, charge and spin: 11.72 kJ/mol

Löwdin atomic charge list, values in e, 2 entries: C 0.148; C -0.175

***

(2)
C55H45F2N6O4S5Tc | wB97M-V/def2-TZVPD

Positions of all 118 atoms, in Å:
Tc 0.249 1.698 -1.526
N -0.687 1.734 0.410
S -1.481 0.937 1.331
N -1.177 -0.646 1.482
S 0.171 -1.340 1.594
N 1.463 -0.905 0.921
S 1.825 -0.800 -0.684
N 0.857 -0.229 -1.620
C 2.260 -2.472 -1.096
C 3.335 -3.106 -0.512
C 3.582 -4.413 -0.897
C 2.800 -5.135 -1.804
C 1.698 -4.450 -2.370
C 1.440 -3.149 -1.972
C 3.365 0.025 -0.565
C 4.057 0.186 -1.777
C 5.331 0.830 -1.810
C 5.869 1.275 -0.581
C 5.174 1.127 0.639
C 3.984 0.424 0.630
C 0.665 -1.408 3.294
C 2.018 -1.369 3.609
C 2.407 -1.592 4.901
C 1.478 -1.787 5.950
C 0.133 -1.646 5.616
C -0.299 -1.476 4.307
C -0.157 -3.051 1.171
C -1.285 -3.382 0.385
C -1.268 -4.684 -0.074
C -0.286 -5.632 0.226
C 0.812 -5.261 1.004
C 0.831 -3.946 1.514
C -1.243 1.556 2.995
C -2.012 1.287 4.083
C -1.569 1.546 5.419
C -0.247 1.965 5.639
C 0.565 2.160 4.521
C 0.107 2.011 3.232
C -3.278 0.892 1.130
C -3.749 1.924 0.320
C -5.092 2.077 0.207
C -5.945 1.202 0.913
C -5.493 0.126 1.608
C -4.128 0.011 1.785
H 3.869 -2.555 0.246
H 4.352 -4.979 -0.370
H 2.934 -6.168 -1.977
H 1.121 -4.991 -3.085
H 0.518 -2.637 -2.217
H 3.698 -0.063 -2.710
H 5.923 0.884 -2.680
H 6.849 1.739 -0.624
H 5.472 1.477 1.543
H 3.521 0.226 1.573
H 2.816 -1.201 2.876
H 3.509 -1.481 4.947
H 1.777 -2.090 6.971
H -0.609 -1.797 6.408
H -1.387 -1.513 4.071
H -2.100 -2.669 0.295
H -2.121 -5.059 -0.578
H -0.170 -6.599 -0.254
H 1.637 -5.874 1.150
H 1.633 -3.607 2.135
H -2.956 0.798 4.031
H -2.318 1.422 6.211
H 0.131 2.093 6.599
H 1.663 2.468 4.678
H 0.579 2.161 2.319
H -2.994 2.507 -0.265
H -5.540 2.898 -0.326
H -6.989 1.263 0.774
H -6.260 -0.495 2.068
H -3.703 -0.799 2.390
O -4.009 -0.437 -2.110
S -2.541 -0.352 -2.301
O -1.729 -1.082 -1.353
N -1.861 1.117 -2.370
C -2.532 2.232 -3.024
C -3.598 2.129 -3.927
C -4.178 3.287 -4.447
C -3.656 4.568 -4.215
C -2.659 4.638 -3.260
C -2.113 5.849 -2.859
C -1.129 5.923 -1.932
C -0.531 4.735 -1.490
N -0.922 3.518 -1.841
C -1.965 3.442 -2.749
C -2.332 -1.100 -3.890
C -1.035 -1.075 -4.410
C -0.744 -1.729 -5.585
C -1.674 -2.571 -6.194
C -2.999 -2.573 -5.699
C -3.304 -1.820 -4.549
H -4.086 1.186 -4.090
H -5.092 3.161 -4.996
H -4.002 5.536 -4.555
H -2.510 6.766 -3.153
H -0.814 6.862 -1.526
H 0.167 4.838 -0.690
H -0.305 -0.497 -3.861
H 0.262 -1.724 -5.996
H -1.392 -3.040 -7.075
H -3.797 -3.043 -6.202
H -4.237 -1.749 -4.094
S 2.876 3.801 -1.130
C 1.741 2.541 -1.225
F 1.896 0.989 -3.990
C 0.865 1.911 -3.598
F 1.341 3.128 -3.950
H 0.066 1.569 -4.355
C 4.451 1.780 5.293
C 4.259 1.129 3.970
O 4.918 0.113 3.712
O 3.470 1.760 3.177
H 3.498 1.798 5.808
H 4.781 2.861 5.126
H 5.221 1.150 5.858

* multiplicity: 3
* ΔE to the lowest compared entry with this formula, charge and spin: 270.62 kJ/mol

Löwdin atomic charge list, values in e, 2 entries: Tc 1.379; N -0.365

***

(3)
C55H46AsBrCsF5N2OP2Te | wB97M-V/def2-TZVPD

Positions of all 115 atoms, in Å:
Cs -0.102 -0.710 0.929
Br 6.474 3.453 3.323
C 5.418 2.305 2.252
C 4.076 2.134 2.555
C 3.309 1.289 1.772
C 3.866 0.634 0.675
C 5.224 0.795 0.407
C 6.002 1.632 1.192
N 3.029 -0.231 -0.065
C 3.215 -0.366 -1.309
C 2.394 -1.251 -2.162
C 2.748 -1.403 -3.496
C 1.962 -2.204 -4.311
C 0.850 -2.816 -3.763
C 0.580 -2.609 -2.415
N 1.327 -1.850 -1.626
H 3.642 2.640 3.405
H 2.264 1.127 2.015
H 5.686 0.232 -0.394
H 7.057 1.749 0.988
H 3.986 0.199 -1.846
H 3.621 -0.897 -3.887
H 2.214 -2.342 -5.354
H 0.201 -3.442 -4.359
H -0.282 -3.077 -1.952
C 5.546 -3.352 3.959
C 4.716 -4.464 4.061
C 3.506 -4.499 3.386
C 3.113 -3.423 2.592
C 3.948 -2.317 2.499
C 5.160 -2.275 3.177
As 1.403 -3.382 1.630
C 0.419 -4.376 3.004
C 0.118 -3.664 4.163
C -0.511 -4.285 5.229
C -0.857 -5.626 5.145
C -0.572 -6.339 3.990
C 0.065 -5.718 2.922
C 1.720 -4.832 0.361
C 2.976 -5.364 0.094
C 3.128 -6.365 -0.859
C 2.026 -6.846 -1.551
C 0.767 -6.319 -1.293
C 0.620 -5.314 -0.349
H 6.486 -3.326 4.496
H 5.013 -5.304 4.676
H 2.862 -5.365 3.482
H 3.641 -1.480 1.890
H 5.794 -1.400 3.097
H 0.369 -2.610 4.234
H -0.747 -3.716 6.120
H -1.353 -6.112 5.975
H -0.840 -7.385 3.918
H 0.293 -6.293 2.034
H 3.843 -4.998 0.630
H 4.111 -6.774 -1.054
H 2.147 -7.632 -2.285
H -0.098 -6.693 -1.825
H -0.368 -4.912 -0.144
C -1.599 3.510 -0.235
P -1.087 1.798 -0.748
C -2.565 1.048 -1.517
C -2.446 0.163 -2.591
C -3.558 -0.504 -3.084
C -4.801 -0.312 -2.497
C -4.921 0.534 -1.404
C -3.810 1.200 -0.911
C 0.004 2.191 -2.174
C 1.362 2.314 -1.892
C 2.269 2.668 -2.883
C 1.826 2.884 -4.178
C 0.472 2.770 -4.472
C -0.432 2.438 -3.477
P -2.077 4.770 -1.500
C -3.822 4.291 -1.830
C -4.799 4.305 -0.834
C -6.102 3.939 -1.120
C -6.449 3.550 -2.409
C -5.490 3.541 -3.409
C -4.183 3.919 -3.119
C -2.401 6.226 -0.418
C -1.894 6.382 0.869
C -2.149 7.539 1.597
C -2.908 8.558 1.048
C -3.407 8.420 -0.242
C -3.152 7.269 -0.966
H -0.688 3.889 0.239
H -2.354 3.422 0.552
H -1.477 -0.010 -3.045
H -3.453 -1.175 -3.926
H -5.669 -0.832 -2.879
H -5.880 0.667 -0.922
H -3.917 1.825 -0.036
H 1.711 2.147 -0.879
H 3.319 2.781 -2.641
H 2.530 3.151 -4.956
H 0.120 2.959 -5.478
H -1.487 2.368 -3.711
H -4.539 4.615 0.173
H -6.852 3.957 -0.338
H -7.467 3.257 -2.631
H -5.757 3.246 -4.415
H -3.434 3.923 -3.903
H -1.299 5.602 1.325
H -1.754 7.637 2.600
H -3.111 9.455 1.619
H -3.998 9.213 -0.682
H -3.547 7.170 -1.971
F -2.405 -1.789 1.265
Te -2.734 -0.959 2.977
F -4.498 -1.373 2.524
F -3.162 0.640 2.065
F -3.483 -0.225 4.512
F -2.776 -2.642 3.765
O -1.025 -0.563 3.217

* multiplicity: 1
* ΔE to the lowest compared entry with this formula, charge and spin: 85.43 kJ/mol

Löwdin atomic charge list, values in e, 2 entries: Cs 1.091; Br 0.747

***

(4)
C55H46Cl2N7PPd | wB97M-V/def2-TZVPD

Positions of all 112 atoms, in Å:
Pd 0.326 -1.138 -0.692
C -0.560 3.420 2.209
N 0.223 2.198 2.260
C -0.247 0.938 2.036
N 0.729 0.062 1.979
C 1.884 0.772 2.157
C 1.594 2.113 2.315
C 2.467 3.289 2.468
C 2.254 4.215 3.489
C 3.081 5.320 3.625
C 4.137 5.512 2.745
C 4.359 4.593 1.728
C 3.530 3.492 1.588
C 3.210 0.132 2.107
C 4.238 0.520 2.964
C 5.490 -0.069 2.871
C 5.725 -1.059 1.926
C 4.700 -1.459 1.079
C 3.449 -0.869 1.167
P -2.012 0.559 1.938
C -1.816 -1.241 1.797
N -1.565 -1.882 0.678
C -1.301 -3.181 1.027
C -1.408 -3.325 2.387
N -1.749 -2.078 2.868
C -1.884 -1.702 4.261
C -1.137 -4.474 3.269
C -2.008 -5.559 3.318
C -1.734 -6.642 4.140
C -0.592 -6.647 4.926
C 0.282 -5.569 4.884
C 0.013 -4.489 4.057
C -0.784 -4.098 -0.005
C 0.383 -3.710 -0.671
C 0.881 -4.477 -1.715
C 0.221 -5.636 -2.099
C -0.925 -6.037 -1.426
C -1.427 -5.270 -0.383
C -1.494 1.362 -0.725
N -0.219 1.061 -0.865
C 0.213 1.730 -1.995
C -0.819 2.448 -2.530
N -1.909 2.220 -1.701
C -3.166 2.943 -1.722
C -0.895 3.304 -3.721
C -1.872 3.094 -4.695
C -1.927 3.899 -5.822
C -1.000 4.918 -5.996
C -0.023 5.130 -5.034
C 0.026 4.334 -3.901
C 1.591 1.558 -2.479
C 2.606 1.292 -1.564
C 3.909 1.098 -1.991
C 4.217 1.170 -3.343
C 3.209 1.422 -4.263
C 1.903 1.608 -3.836
H -1.443 3.260 1.591
H -0.876 3.737 3.203
H 0.037 4.210 1.758
H 1.444 4.057 4.191
H 2.906 6.028 4.424
H 4.784 6.372 2.852
H 5.178 4.737 1.036
H 3.700 2.782 0.791
H 4.054 1.287 3.706
H 6.281 0.239 3.543
H 6.703 -1.518 1.853
H 4.877 -2.229 0.338
H 2.641 -1.161 0.498
H -2.257 -2.550 4.831
H -0.924 -1.391 4.675
H -2.592 -0.879 4.343
H -2.901 -5.548 2.706
H -2.415 -7.483 4.168
H -0.379 -7.492 5.568
H 1.180 -5.574 5.487
H 0.702 -3.656 4.001
H 0.972 -2.855 -0.271
H 1.782 -4.166 -2.227
H 0.605 -6.231 -2.917
H -1.437 -6.944 -1.723
H -2.339 -5.565 0.121
H -3.032 3.864 -2.284
H -3.963 2.355 -2.178
H -3.458 3.185 -0.701
H -2.582 2.285 -4.569
H -2.688 3.725 -6.572
H -1.040 5.543 -6.879
H 0.702 5.923 -5.165
H 0.787 4.496 -3.149
H 2.351 1.211 -0.515
H 4.684 0.871 -1.267
H 5.234 1.014 -3.679
H 3.437 1.457 -5.320
H 1.116 1.775 -4.561
Cl -0.725 -1.439 -3.415
C -2.024 -1.878 -4.535
Cl -2.859 -3.360 -4.026
H -1.603 -2.052 -5.518
H -2.755 -1.076 -4.552
N -2.385 0.957 0.265
C -3.656 0.446 -0.163
C -4.821 0.861 0.473
C -6.048 0.361 0.061
C -6.114 -0.535 -0.996
C -4.947 -0.949 -1.626
C -3.715 -0.473 -1.204
H -4.757 1.577 1.284
H -6.953 0.685 0.558
H -7.072 -0.918 -1.323
H -4.991 -1.670 -2.432
H -2.790 -0.826 -1.643

* multiplicity: 1
* ΔE to the lowest compared entry with this formula, charge and spin: 25.06 kJ/mol

Löwdin atomic charge list, values in e, 2 entries: Pd 0.226; C -0.018

***

> Number 1 is which compound?

C55H45BClFNO18